1.
Computed, not measured: a 5-piece molecular cluster, C23H36Cl16NO overall at a distorted geometry, with ωB97M-V/def2-TZVPD.

```
77
Properties=species:S:1:pos:R:3:forces:R:3:mulliken_spin:R:1
C 3.0231 0.9021 2.1383 -0.635 -1.335 -1.210 0.000
C 3.1660 1.3642 0.5469 -1.136 1.887 -0.301 0.001
C 4.3659 0.5720 -0.3070 -0.427 0.806 0.798 0.000
C 2.3017 2.4295 -0.0307 1.820 -2.196 1.255 -0.002
C 0.6483 2.5276 0.1992 1.736 0.163 0.621 -0.001
C 0.0554 3.2865 -1.1266 -0.022 0.980 0.829 -0.001
C -1.5363 2.9765 -1.4410 0.108 0.964 -0.422 -0.001
C -2.3883 2.4642 -0.1376 -0.307 0.207 0.309 -0.001
C -1.6479 2.0220 -2.7682 -0.633 -0.386 -0.917 0.000
C -2.5154 0.6458 -2.5708 0.505 -0.299 -0.329 0.009
C -1.5698 -0.4177 -1.7396 0.071 0.135 0.418 -0.002
C -2.3844 -1.3658 -0.6741 0.098 -0.517 -1.703 0.022
C -1.3584 -2.4639 -0.0208 -2.069 -0.798 2.759 0.002
C -1.8462 -4.0298 -0.3487 -0.242 0.887 0.605 0.011
C -1.5409 -2.3198 1.6361 -0.411 0.168 -0.452 0.001
N 0.1062 -2.2285 -0.2925 -0.913 2.461 -0.356 0.390
O 0.6370 -1.2437 0.4499 -1.093 -2.252 -1.256 0.548
C 0.4436 -2.1255 -1.7585 2.602 0.440 -2.236 -0.002
C 1.7656 -1.1039 -1.8506 0.063 -0.671 -1.538 -0.009
C 0.9929 -3.5619 -2.4154 0.610 0.959 1.076 0.005
C -0.7077 -1.4466 -2.7052 -0.913 1.072 0.612 0.024
H 3.9600 1.2396 2.7794 -2.216 -0.344 -1.649 0.000
H 3.0211 -0.2865 2.1782 -0.048 2.394 -0.007 -0.001
H 1.9976 1.2626 2.5909 2.219 -0.546 -0.867 0.001
H 4.1522 0.7379 -1.4522 0.652 -0.398 2.360 0.000
H 5.4446 0.9168 0.0175 -2.298 -0.683 -0.899 0.000
H 4.3019 -0.5813 -0.0339 -0.067 2.486 -0.605 0.000
H 2.8165 3.2522 -0.7219 -1.402 -2.398 0.770 0.000
H 0.4041 3.0899 1.2200 0.295 -0.972 -2.326 0.000
H 0.2905 1.4234 0.3470 0.625 2.070 -0.509 0.013
H 0.7640 3.0992 -2.0635 -1.703 0.117 1.982 0.000
H 0.1473 4.4568 -0.9095 -0.113 -2.494 -0.417 0.000
H -2.0070 4.0289 -1.7501 0.945 -2.293 0.662 0.000
H -1.9526 1.4644 0.2985 -1.035 1.894 -0.939 0.001
H -2.3947 3.2488 0.7595 0.268 -1.519 -2.097 0.000
H -3.5349 2.3322 -0.4288 2.564 0.091 0.602 0.000
H -0.5694 1.7125 -3.1703 -2.238 0.599 1.036 0.000
H -2.1440 2.6167 -3.6751 1.071 -1.136 2.092 0.000
H -3.5775 0.8210 -2.0696 2.426 -0.329 -0.905 0.000
H -2.7336 0.2186 -3.6438 0.391 0.692 2.014 0.001
H -0.7785 0.2542 -1.1503 -1.651 -1.594 -1.147 -0.012
H -3.1678 -1.9892 -1.3246 1.540 1.368 1.350 0.001
H -3.0041 -0.7878 0.1323 1.434 -0.959 -1.458 -0.002
H -1.7847 -4.2999 -1.4853 0.038 0.418 2.244 0.000
H -2.9813 -4.1350 0.0030 2.585 0.378 -0.901 -0.001
H -1.2208 -4.7192 0.3604 -1.057 1.056 -1.684 -0.007
H -1.4970 -1.1803 1.9824 0.249 -2.593 -0.822 0.000
H -0.7120 -2.9803 2.1434 -1.747 1.446 -0.763 0.003
H -2.6328 -2.6902 1.9176 2.390 0.571 -0.621 -0.001
H 1.4785 0.0226 -1.7140 0.630 -2.253 0.144 0.004
H 2.1518 -1.2049 -2.9755 -0.843 0.190 2.280 -0.001
H 2.6629 -1.4641 -1.1803 -2.133 0.918 -1.149 0.006
H 1.2813 -3.3363 -3.5287 -0.837 -0.649 2.094 0.000
H 0.2434 -4.4482 -2.2695 1.510 1.742 -0.491 0.000
H 2.0134 -3.7807 -1.8382 -2.277 0.193 -1.251 -0.002
H -1.4658 -2.2000 -3.1869 1.496 1.153 1.012 0.000
H -0.2348 -0.8184 -3.6007 -0.733 -1.478 2.034 0.002
C 1.9225 1.5073 6.2961 -0.065 0.022 -0.059 0.000
Cl 0.8773 0.2562 5.5770 0.277 0.309 0.156 0.000
Cl 1.2190 2.0542 7.8390 0.181 -0.137 -0.361 0.000
Cl 3.5439 0.8296 6.5898 -0.348 0.149 -0.079 0.000
Cl 2.0498 2.8890 5.1785 -0.018 -0.329 0.303 0.000
C 7.6225 1.1831 2.8074 0.029 -0.001 0.009 0.000
Cl 8.9055 2.0683 3.6704 -0.309 -0.214 -0.206 0.000
Cl 8.2055 -0.4472 2.3866 -0.158 0.398 0.095 0.000
Cl 6.1867 1.0486 3.8537 0.544 0.020 -0.133 0.000
Cl 7.1923 2.0625 1.3187 0.282 -0.072 0.516 0.000
C -5.2775 4.0129 -4.1285 -0.033 0.000 -0.006 0.000
Cl -6.5171 5.2927 -4.1183 0.312 -0.317 -0.003 0.000
Cl -5.7424 2.7449 -5.2906 0.133 0.299 0.291 0.000
Cl -3.7086 4.7096 -4.6057 -0.412 -0.106 0.097 0.000
Cl -5.1419 3.3045 -2.4993 -0.045 0.224 -0.423 0.000
C -4.0171 -5.1392 3.5569 0.046 -0.019 0.072 0.000
Cl -4.0872 -3.7879 4.7161 0.025 -0.327 -0.314 0.000
Cl -4.9410 -6.5209 4.1988 0.227 0.349 -0.174 0.000
Cl -4.7201 -4.6253 2.0025 0.014 -0.161 0.423 0.000
Cl -2.3201 -5.6226 3.3103 -0.425 0.099 0.062 0.000
```
Positions in Å, forces in eV/Å.

Properties
F_max in eV Å⁻¹: 3.539
<S²>: 0.75
HOMO (alpha / beta) in eV: -7.64 / -7.64
LUMO level (alpha / beta) in eV: 0.02 / -0.04
M in Da: 909.79
HOMO-LUMO gap (alpha / beta) in eV: 7.7 / 7.6
Spin multiplicity: 2

***

2.
Computed, not measured: C23H36Cl5N3O5PRhSi as an isolated structure at a distorted geometry, with ωB97M-V/def2-TZVPD.

```
75
Properties=species:S:1:pos:R:3:forces:R:3:mulliken_spin:R:1
Rh -1.3158 0.0742 -0.0491 -0.068 -0.785 -1.141 2.706
Cl -4.1155 -4.2092 0.8539 -0.436 0.412 -0.590 0.008
C -3.8323 -2.8061 1.8330 1.522 0.424 -1.879 0.105
C -4.0060 -3.0042 3.1520 0.730 0.995 3.842 -0.060
C -3.3468 -2.2269 4.1572 -1.246 -1.653 -2.071 0.110
Cl -3.2301 -2.9240 5.7182 -0.271 0.247 0.564 0.012
C -2.6244 -1.0997 3.7865 0.211 -0.157 -0.746 -0.032
C -2.0971 -0.1767 4.7146 0.133 -0.250 -0.424 0.047
C -1.4716 0.9126 4.2091 1.080 0.850 -0.443 -0.033
C -1.0223 0.8983 2.8577 -1.142 0.240 -0.459 0.015
N -1.5578 0.0721 1.9482 -0.095 0.071 3.586 0.107
C -2.4447 -0.8840 2.3813 -0.350 -0.139 0.801 -0.071
C -3.0293 -1.7366 1.3728 0.279 0.478 0.472 0.033
O -2.7043 -1.4670 0.1331 -0.293 -0.415 0.611 0.225
H -4.5861 -3.8304 3.5037 -0.075 -0.521 0.018 -0.002
H -2.1482 -0.4062 5.7658 -0.451 0.337 0.209 0.004
H -1.2307 1.8163 4.7760 0.281 -0.670 0.171 0.002
H -0.2545 1.6329 2.5462 -0.714 -0.618 -0.081 0.064
C 1.2884 -2.7012 2.2194 -1.310 -0.389 0.914 0.006
C 2.1479 -1.8250 1.3265 0.847 -0.989 -0.390 0.005
C 1.9745 -2.1526 -0.1602 -0.570 0.474 0.099 0.021
C 3.6210 -1.9679 1.6969 0.065 -0.056 0.826 0.000
O 1.7231 -0.5016 1.6269 -0.604 0.728 -0.229 0.013
P 1.8459 0.8004 0.7192 -0.086 0.820 -0.819 -0.035
O 3.0031 0.8386 -0.2180 -1.258 -0.428 0.440 0.019
O 0.3824 1.0883 0.0882 3.018 -0.142 0.975 0.169
O 1.9485 1.8238 1.9139 -0.326 -0.375 0.598 0.013
C 2.5173 3.1387 2.0657 0.307 0.230 -1.132 0.003
C 3.6078 3.0082 3.1305 -0.650 -0.781 0.023 0.001
C 3.1007 3.5627 0.6879 -0.209 -0.213 0.409 -0.001
C 1.3438 4.0357 2.4596 -1.091 -0.219 -0.091 -0.001
H 1.4946 -3.7846 2.1197 0.126 0.588 -0.055 0.001
H 0.1814 -2.5751 2.0298 1.082 0.020 -0.136 0.000
H 1.4120 -2.4176 3.2969 0.141 -0.223 -0.875 0.001
H 2.4396 -3.0910 -0.4626 0.060 0.054 0.212 0.000
H 2.3373 -1.3284 -0.7899 0.132 -0.365 0.200 -0.005
H 0.9063 -2.2354 -0.3106 -0.429 -0.135 -0.430 -0.002
H 3.9352 -3.0067 1.4994 -0.040 0.387 0.091 0.000
H 3.7296 -1.7752 2.8022 0.181 0.006 -1.144 0.000
H 4.2236 -1.2857 1.0746 -0.141 -0.185 0.454 0.000
H 4.3600 2.2520 2.7921 -0.562 0.701 0.360 0.000
H 3.0787 2.6384 4.0368 0.692 0.224 -0.318 0.000
H 4.0751 3.9733 3.3241 0.056 -0.072 0.044 0.000
H 3.9284 2.8944 0.4124 -0.153 0.422 0.189 0.000
H 3.4121 4.6136 0.6880 -0.050 -0.215 0.052 0.000
H 2.3295 3.3961 -0.0751 0.132 0.343 0.105 0.002
H 0.7528 3.7149 3.3575 0.931 -0.045 -0.464 0.000
H 0.5731 4.0140 1.6405 0.862 0.307 0.508 0.001
H 1.6947 5.0492 2.6523 -0.125 0.088 -0.169 0.000
Cl -1.3360 3.2558 -2.0500 -0.316 -0.225 0.401 0.034
Si -2.4840 2.0002 -0.7615 -1.433 1.949 -0.434 0.271
Cl -2.9625 3.3793 0.7460 0.205 -0.125 0.222 0.026
Cl -4.4011 1.8936 -1.6880 0.645 -0.268 -0.020 0.042
C -0.7591 -2.1968 -5.9717 0.386 0.052 0.538 0.002
C -1.4603 -0.8649 -5.5942 1.004 0.037 -0.098 0.000
N -1.0171 -0.2463 -4.3344 0.527 1.066 0.382 0.026
C -0.3547 1.0723 -4.4998 0.537 -0.961 -0.299 0.001
C 1.1907 0.9961 -4.7042 -0.845 -0.386 -1.033 0.002
C -1.3435 -0.6318 -3.0669 0.998 0.391 -1.333 0.018
C -2.4251 -1.6463 -2.9908 0.385 -0.118 0.283 0.008
N -0.7508 -0.1581 -1.9981 -0.214 -0.927 -2.102 0.123
H -0.5430 -2.2420 -7.0531 -0.123 0.010 0.503 0.000
H -1.3758 -3.0674 -5.7009 0.213 0.274 -0.134 0.000
H 0.1984 -2.2822 -5.4053 -0.596 0.064 -0.538 0.000
H -2.5160 -1.0061 -5.5557 -0.899 -0.071 -0.178 0.001
H -1.2334 -0.1081 -6.3725 -0.279 -0.547 0.451 0.000
H -0.5603 1.6647 -3.6114 -0.123 -0.065 -0.348 -0.002
H -0.8577 1.5122 -5.3778 0.373 0.244 0.530 0.000
H 1.6243 0.1356 -4.1560 -0.197 0.630 -0.153 -0.001
H 1.5509 1.9493 -4.3079 0.546 -0.259 -0.332 0.000
H 1.4257 0.8602 -5.8123 -0.064 0.320 1.486 0.000
H -2.6912 -1.7341 -1.9339 -0.221 -0.547 -0.468 -0.008
H -2.0420 -2.5828 -3.4517 -0.428 0.384 0.549 0.000
H -3.2559 -1.2739 -3.5925 -0.155 -0.204 0.194 0.000
H 0.0282 0.4914 -2.0600 -0.051 -0.128 -0.755 0.006
```
Positions in Å, forces in eV/Å.

Properties
F_max in eV Å⁻¹: 4.035
<S²>: 6.04
HOMO (alpha / beta) in eV: -6.96 / -8.12
LUMO level (alpha / beta) in eV: -0.66 / -2.60
M in Da: 773.79
HOMO-LUMO gap (alpha / beta) in eV: 6.3 / 5.5
Spin multiplicity: 5

***

3.
Computed, not measured: a 9-piece molecular cluster, C23H36Cl8O15 overall at a distorted geometry, with ωB97M-V/def2-TZVPD.

```
82
Properties=species:S:1:pos:R:3:forces:R:3:mulliken_charge:R:1
O 3.6971 -4.8248 -0.1034 -0.026 -0.442 -0.241 -0.546
C 3.6668 -3.8244 0.5268 -0.186 0.134 0.083 0.524
O 2.6232 -3.4298 1.2966 -0.424 0.282 0.271 -0.221
C 2.8549 -2.0694 1.6545 1.486 1.070 -0.045 0.412
C 4.3719 -2.0066 1.6693 0.072 -0.381 -0.742 -0.315
O 4.6469 -2.9086 0.5774 0.522 -0.250 0.083 -0.374
H 2.6350 -1.3712 0.8431 -0.948 -0.294 -0.010 -0.298
H 2.4420 -1.7253 2.5942 -0.527 -0.509 -0.060 0.364
H 4.8437 -2.4041 2.5699 0.030 0.224 0.015 0.263
H 4.7695 -1.0573 1.3202 0.001 0.162 0.597 0.228
O 2.9301 1.8521 -2.9938 -0.379 0.188 0.815 -0.437
C 3.7849 1.4352 -3.6904 0.262 -0.150 -1.351 0.670
O 5.0720 1.8353 -3.6892 -0.170 0.278 0.200 -0.329
C 5.7706 1.2926 -4.8104 0.075 -0.201 0.404 -0.310
C 4.7517 0.3176 -5.4419 0.785 1.154 0.298 -0.276
O 3.5668 0.5456 -4.6927 0.014 -0.300 0.392 -0.359
H 6.0789 2.0895 -5.4834 -0.080 0.107 0.066 0.242
H 6.6491 0.8034 -4.3964 0.082 -0.105 -0.251 0.243
H 5.1542 -0.6831 -5.3285 -0.603 -0.325 -0.308 0.286
H 4.5532 0.6544 -6.4531 0.001 -0.641 -0.281 0.283
O -2.5262 2.1989 -0.4190 0.451 0.217 0.063 -0.424
C -1.5957 1.4411 -0.4410 -0.552 -0.919 -0.563 0.506
O -1.2110 0.6923 0.5891 -0.248 -0.128 0.731 -0.397
C -0.3065 -0.3399 0.1625 0.610 0.460 -0.431 2.001
C 0.1606 0.2332 -1.1771 0.861 -1.047 0.304 0.087
O -0.8958 1.1078 -1.5440 -0.019 0.756 -0.142 -0.394
H 0.5088 -0.3699 0.8786 -0.074 -0.136 0.043 -0.675
H -0.7988 -1.3012 0.0463 -0.285 0.140 0.241 -0.894
H 0.3146 -0.5305 -1.9377 -0.417 0.025 -0.085 0.309
H 1.1316 0.7200 -1.0608 -0.317 0.602 -0.117 -0.240
O 2.3133 1.1235 1.7000 0.026 0.309 0.219 -0.454
C 2.7915 2.1055 1.2022 -0.762 -1.786 0.068 0.406
O 3.0608 2.1534 -0.1084 0.686 0.568 -0.236 -0.110
C 3.9082 3.2839 -0.3328 -0.418 1.153 0.095 -0.338
C 3.5988 4.1711 0.9024 0.664 -0.648 -0.868 -0.383
O 3.0996 3.2150 1.8502 0.259 0.909 0.085 -0.356
H 4.9544 3.0051 -0.4390 -0.017 -0.318 0.221 0.307
H 3.6147 3.8294 -1.2256 -0.119 -0.409 -0.208 0.253
H 2.8481 4.9080 0.6296 -0.193 0.022 0.402 0.284
H 4.5006 4.6418 1.2801 -0.126 0.090 0.258 0.317
O -3.4122 -2.2965 2.0245 -0.166 -0.477 -0.125 -0.436
C -3.8110 -1.1818 2.0482 0.591 0.805 0.430 0.626
O -3.4466 -0.2718 2.9930 0.354 -0.439 -0.345 -0.342
C -3.7927 1.0280 2.5278 -0.655 0.412 0.635 -0.087
C -4.9656 0.7220 1.5800 0.455 0.568 1.060 -0.231
O -4.6311 -0.5993 1.1640 -0.520 -0.202 -0.859 -0.362
H -4.0511 1.5663 3.4424 -0.233 0.273 -0.368 0.418
H -2.9637 1.5306 2.0303 0.045 -0.316 -0.037 -0.073
H -5.0353 1.4362 0.7652 0.197 -0.361 -0.353 0.185
H -5.9165 0.7187 2.1168 -0.014 -0.204 -0.045 0.325
Cl -5.1856 6.2849 0.3184 -0.284 0.200 -0.019 -0.200
C -3.8676 5.1069 0.3317 0.921 0.084 -0.768 -0.094
C -2.8968 5.3002 -0.8515 -1.049 0.148 1.195 -0.292
Cl -3.7207 4.8207 -2.3496 0.398 0.130 -0.113 -0.183
H -4.2926 4.1120 0.2541 0.045 -0.050 0.412 -0.065
H -3.2824 5.2986 1.2295 -0.234 -0.360 0.199 0.297
H -2.0348 4.6768 -0.6332 0.039 -0.123 -0.472 0.072
H -2.6332 6.3559 -0.8562 0.153 -0.051 -0.490 0.443
Cl -2.0275 -5.7111 1.3999 0.386 -0.025 -0.181 -0.225
C -0.6881 -4.6821 0.7688 -0.066 0.014 0.052 0.309
C -0.4856 -4.9005 -0.7316 0.059 0.062 0.592 -0.642
Cl 0.3565 -3.4577 -1.4070 -0.199 -0.127 -0.090 -0.125
H 0.2135 -4.8941 1.3361 -0.013 -0.108 -0.009 0.265
H -0.9966 -3.6650 0.9989 -0.027 0.049 -0.197 -0.283
H -1.4547 -5.0768 -1.1907 0.089 0.391 -0.359 0.405
H 0.1857 -5.7184 -0.9690 -0.102 -0.189 0.224 0.355
Cl -2.8877 -2.1492 -1.4885 -0.333 0.080 0.037 -0.007
C -3.7416 -0.9517 -2.4787 0.212 1.169 -0.643 -0.273
C -3.7619 -1.3408 -3.9351 -0.323 -0.168 -0.371 -0.597
Cl -4.8682 -2.7024 -4.2742 0.151 -0.412 0.111 -0.209
H -3.1757 -0.0153 -2.4512 0.212 -0.154 0.215 0.036
H -4.7201 -0.6770 -2.0922 -0.098 -0.626 0.196 0.355
H -2.7521 -1.5698 -4.2707 -0.102 -0.309 -0.007 0.329
H -4.1681 -0.5866 -4.6062 0.200 0.499 0.464 0.372
Cl -0.1224 -1.4079 3.3638 -0.295 0.357 0.018 0.083
C -0.4963 -1.8046 5.0602 0.470 -1.102 0.535 -0.739
C -1.8373 -2.5092 5.1413 -0.530 0.259 -0.506 0.132
Cl -2.3472 -2.9317 6.8047 0.296 0.303 0.043 -0.228
H -0.4675 -0.9434 5.7223 -0.076 0.288 -0.368 0.329
H 0.3350 -2.4528 5.3320 -0.181 -0.098 0.308 0.339
H -1.9181 -3.4435 4.5949 0.427 0.081 -0.220 0.238
H -2.5685 -1.8265 4.7124 -0.199 -0.129 0.204 -0.073
```
Positions in Å, forces in eV/Å.

Properties
F_max in eV Å⁻¹: 1.943
HOMO in eV: -10.35
LUMO level in eV: 0.02
M in Da: 836.15
ΔE to the lowest compared entry with this formula, charge and spin in kJ/mol: 0.0
HOMO-LUMO gap in eV: 10.4
Spin multiplicity: 1
Structure (SMILES): O=C1OCCO1.O=C1OCCO1.O=C1OCCO1.O=C1OCCO1.O=C1OCCO1.ClCCCl.ClCCCl.ClCCCl.ClCCCl